Here is a 22-piece molecular cluster, C9H60NO22 overall in a non-equilibrium geometry from OMol25. Energies are from ωB97M-V/def2-TZVPD.

Properties
highest occupied orbital energy	-2.410	eV
E	-2088.79700	Ha
max |F|	2.9	eV/A
relative energy (zero: lowest compared OMol25 entry of this formula, charge and spin)	4.837	eV
frontier orbital gap	3.8	eV
LUMO energy	1.43	eV

ORCA input file:
```
! wB97M-V def2-TZVPD RIJCOSX def2/J DEFGRID3
* xyz -1 1
C -1.814 -1.025 -0.155
C -0.368 -1.276 -0.627
C -0.151 -0.667 -2.147
C -0.077 0.836 -2.109
C 1.184 1.174 -1.337
C 1.180 0.641 0.224
N 0.621 -0.772 0.326
O 0.709 -1.408 1.657
C 0.319 1.582 0.985
C 2.678 0.680 0.594
C -0.319 -2.849 -0.837
H -2.506 -1.191 -0.981
H -2.083 0.007 0.070
H -2.052 -1.680 0.683
H -0.991 -1.002 -2.755
H 0.713 -1.130 -2.625
H -0.960 1.145 -1.550
H -0.163 1.215 -3.127
H 1.430 2.228 -1.464
H 2.012 0.668 -1.833
H 0.546 1.477 2.046
H -0.739 1.455 0.755
H 0.468 2.636 0.752
H 2.849 0.340 1.615
H 2.991 1.695 0.350
H 3.148 -0.038 -0.079
H 0.608 -3.275 -1.220
H -1.178 -3.179 -1.423
H -0.623 -3.297 0.109
O 1.279 -6.318 3.196
H 0.713 -5.553 3.092
H 0.748 -6.944 3.688
O 3.074 2.324 -5.581
H 2.790 3.222 -5.752
H 2.900 2.190 -4.649
O 2.224 0.620 -8.816
H 2.058 1.283 -9.486
H 2.268 1.112 -7.996
O 2.273 6.744 5.079
H 2.819 6.850 4.300
H 1.420 6.473 4.739
O -4.319 -7.452 -4.007
H -4.488 -7.498 -3.066
H -4.374 -6.519 -4.215
O 0.285 1.110 6.537
H 0.250 1.019 5.584
H -0.524 1.570 6.764
O 1.327 -3.170 6.592
H 1.824 -3.419 5.812
H 1.119 -2.245 6.459
O 0.820 5.737 -5.159
H 1.165 5.724 -4.267
H -0.047 5.336 -5.088
O -2.584 -0.149 4.288
H -2.797 -0.919 4.816
H -1.825 -0.416 3.769
O 4.099 -3.638 1.088
H 3.970 -2.791 1.515
H 3.249 -3.842 0.698
O 6.213 -1.953 5.812
H 5.453 -1.438 6.083
H 5.898 -2.856 5.797
O -1.666 6.206 3.930
H -2.153 7.003 4.138
H -2.243 5.719 3.340
O 5.877 -1.049 -4.722
H 6.277 -1.559 -4.017
H 5.548 -0.261 -4.291
O 4.847 6.085 -2.302
H 4.794 6.852 -2.871
H 5.217 5.399 -2.857
O 4.399 7.488 1.411
H 4.600 6.973 0.630
H 5.241 7.586 1.857
O -7.879 -0.684 -2.127
H -8.775 -0.863 -2.415
H -7.359 -0.708 -2.930
O -0.596 -9.601 -1.668
H -0.355 -8.721 -1.378
H -1.321 -9.852 -1.096
O -4.847 -7.194 -0.159
H -4.391 -6.775 0.571
H -5.722 -6.807 -0.150
O -3.299 4.974 -5.185
H -4.061 5.551 -5.130
H -3.653 4.135 -5.480
O -4.906 3.173 3.335
H -4.258 2.476 3.234
H -5.473 3.086 2.569
O -7.158 -2.716 3.628
H -6.575 -1.972 3.779
H -6.821 -3.127 2.832
*
```